Entry from OMol25: the molecule C7H9NO4S in a non-equilibrium geometry (the ωB97M-V functional and the def2-TZVPD basis).

Last column: Löwdin charge in e.
Element x y z (Å)
O1 -1.201 -1.547 1.755  -0.3551
O2 -0.606 -1.742 -0.593  -0.3638
O3 -0.431 -3.632 0.949  -0.2771
O4 1.259 -1.782 1.291  -0.2248
C1 -2.140 1.675 -0.629  -0.0045
C2 -1.368 1.235 -1.763  -0.0006
C3 -1.701 1.464 0.699  0.0119
C4 -0.037 1.022 -1.422  -0.0308
C5 -0.370 1.047 0.866  -0.0444
N1 0.446 0.859 -0.143  -0.0360
C6 2.011 -1.208 0.227  -0.2415
C7 1.778 0.266 0.151  -0.1028
S1 -0.307 -2.245 0.810  0.4613
H1 -3.143 2.139 -0.728  0.1217
H2 -1.778 1.162 -2.810  0.1405
H3 -2.310 1.605 1.553  0.1110
H4 0.585 0.621 -2.254  0.1528
H5 0.022 0.736 1.862  0.1592
H6 1.700 -1.598 -0.770  0.1266
H7 3.031 -1.466 0.294  0.1184
H8 2.064 0.587 1.154  0.1326
H9 2.495 0.802 -0.499  0.1453

The calculation puts the energy above the lowest of the compared OMol25 structures with the same formula, charge and spin at 27.6 kcal/mol. The LUMO energy comes out at -0.99 eV. The strongest force on any atom comes out at 5.2 eV Å⁻¹. As for the net charge: 0. The total energy comes out at -1025.966930 hartree. The value obtained for the HOMO energy is -0.3160 Ha.

=====

Entry from OMol25: a cluster of 2 separate species, C3H7IN2S in total in a non-equilibrium geometry (the ωB97M-V functional and the def2-TZVPD basis).

Last column: Löwdin charge in e.
Element x y z (Å)
C1 0.322 -1.722 -0.432  -0.0942
C2 0.294 1.836 0.798  -0.3813
C3 -1.456 -0.131 -0.046  -0.6996
N1 0.868 -1.595 -1.498  0.0655
N2 -2.346 -0.730 -0.802  -0.4162
S1 -0.678 1.370 -0.682  0.8133
I1 -4.532 -0.493 -0.116  0.3615
H1 0.606 -2.013 0.547  0.0531
H2 0.646 0.945 1.321  0.0366
H3 -0.354 2.390 1.483  0.0395
H4 0.987 2.550 0.552  -0.0073
H5 -1.311 -0.234 1.066  0.0919
H6 1.804 -1.807 -1.914  0.0936
H7 -2.239 -0.478 -1.795  0.0436

The calculation puts the energy above the lowest of the compared OMol25 structures with the same formula, charge and spin at 79.1 kcal/mol. The LUMO energy (alpha / beta) comes out at -0.35 / -0.74 eV. The strongest force on any atom comes out at 3.1 eV Å⁻¹. As for the net charge: 0. The total energy comes out at -923.723417 hartree. The value obtained for the HOMO energy (alpha / beta) is -0.2641 / -0.2803 Ha.

=====

Entry from OMol25: a cluster of 2 separate species, C5H10NOS in total in a non-equilibrium geometry (the ωB97M-V functional and the def2-TZVPD basis).

Last column: Löwdin charge in e.
Element x y z (Å)
C1 2.917 0.682 -0.464  0.0540
C2 -1.289 0.592 1.115  -0.8177
S1 -2.515 1.270 2.196  0.1165
C3 1.894 -0.279 -0.474  -0.5617
N1 -0.183 -0.694 -2.185  0.0620
C4 0.947 -0.011 -1.683  -0.2405
C5 -0.640 -1.693 -1.317  -0.1665
O1 1.842 -1.306 0.210  -0.0304
H1 2.743 1.564 -1.058  0.0304
H2 3.672 0.545 0.291  0.0449
H3 -0.326 1.140 1.215  0.0068
H4 -0.978 -0.447 1.262  -0.0004
H5 0.613 0.990 -1.344  0.1527
H6 -1.597 0.724 0.082  -0.0250
H7 1.522 0.277 -2.577  0.1223
H8 -1.229 -2.415 -1.898  0.0720
H9 0.155 -2.262 -0.772  0.0997
H10 -1.271 -1.310 -0.488  0.0806

The calculation puts the energy above the lowest of the compared OMol25 structures with the same formula, charge and spin at 146.4 kcal/mol. The LUMO energy comes out at 0.31 eV. The strongest force on any atom comes out at 2.7 eV Å⁻¹. As for the net charge: -1. The total energy comes out at -724.520191 hartree. The value obtained for the HOMO energy is -0.1003 Ha.

=====

Entry from OMol25: the molecule C4H4BrN3O2 in a non-equilibrium geometry (the ωB97M-V functional and the def2-TZVPD basis).

Last column: Löwdin charge in e.
Element x y z (Å)
C1 -0.688 0.864 0.286  -0.1573
C2 1.173 1.269 -1.068  0.0373
C3 0.742 -0.963 0.187  -0.5646
C4 -1.527 -1.023 1.602  0.0263
N1 0.050 1.421 -0.580  0.1105
N2 -0.336 -0.434 0.744  -0.2033
N3 1.873 1.261 -2.240  -0.4503
O1 1.659 2.189 -2.986  0.0929
O2 2.704 0.382 -2.309  0.0785
Br1 1.242 -2.735 0.377  0.6953
H1 -1.545 1.223 0.836  0.1223
H2 -2.203 -1.174 0.800  0.0791
H3 -1.248 -1.976 2.128  0.0945
H4 -1.896 -0.303 2.223  0.0388

The calculation puts the energy above the lowest of the compared OMol25 structures with the same formula, charge and spin at 63.0 kcal/mol. The LUMO energy comes out at -0.53 eV. The strongest force on any atom comes out at 4.6 eV Å⁻¹. As for the net charge: 0. The total energy comes out at -3043.275814 hartree. The value obtained for the HOMO energy is -0.3078 Ha.

=====

Entry from OMol25: a cluster of 2 separate species, C7H14N in total in a non-equilibrium geometry (the ωB97M-V functional and the def2-TZVPD basis).

Last column: Löwdin charge in e.
Element x y z (Å)
C1 1.916 1.125 -1.381  -0.1301
C2 2.221 0.517 -2.523  0.1417
C3 1.786 0.914 0.996  0.1816
N1 1.905 0.385 -0.163  0.0396
H1 1.660 2.171 -1.280  0.1345
H2 2.458 -0.542 -2.554  0.0961
H3 2.246 1.097 -3.433  0.1011
H4 1.818 0.278 1.873  0.1294
H5 1.703 1.993 1.077  0.1354
H6 1.956 -0.627 -0.258  0.1764
C4 -1.768 0.033 0.855  0.0080
C5 -1.477 -1.250 0.390  0.0182
C6 -1.017 -2.339 1.269  -0.0175
C7 -2.278 1.125 0.011  -0.0152
H7 -1.626 0.257 1.914  0.1478
H8 -1.658 -1.473 -0.660  0.1481
H9 -1.441 -3.302 0.968  0.1227
H10 0.076 -2.462 1.201  0.1187
H11 -1.259 -2.147 2.317  0.1110
H12 -2.580 0.752 -0.969  0.1061
H13 -1.502 1.887 -0.139  0.1163
H14 -3.139 1.608 0.488  0.1300

As for the multiplicity: 2. The calculation puts the energy above the lowest of the compared OMol25 structures with the same formula, charge and spin at 40.2 kcal/mol. The LUMO energy (alpha / beta) comes out at -8.88 / -11.86 eV. The strongest force on any atom comes out at 1.3 eV Å⁻¹. As for the net charge: +2. The total energy comes out at -329.103703 hartree. The value obtained for the HOMO energy (alpha / beta) is -0.6748 / -0.6749 Ha.

=====

Entry from OMol25: the ion C6H5O5 with charge +1 in a non-equilibrium geometry (the ωB97M-V functional and the def2-TZVPD basis).

Last column: Löwdin charge in e.
Element x y z (Å)
C1 -0.364 -0.706 1.651  0.0258
C2 -0.561 0.666 1.874  -0.2160
C3 -0.737 1.434 0.592  -0.1696
C4 -0.305 0.852 -0.754  -0.1522
C5 0.123 -0.603 -0.615  -0.0189
C6 0.614 -1.404 -1.787  -0.0993
O1 -1.072 2.597 0.737  0.1954
O2 -0.410 1.399 -1.822  0.2620
O3 -0.048 -1.225 0.483  0.1750
O4 -0.731 1.329 2.966  0.1468
O5 2.010 -1.106 -1.790  0.0085
H1 -0.367 -1.498 2.462  0.1855
H2 0.154 -1.139 -2.679  0.1314
H3 0.480 -2.363 -1.435  0.1216
H4 -1.069 2.338 2.715  0.2452
H5 2.283 -0.573 -2.599  0.1592

The calculation puts the energy above the lowest of the compared OMol25 structures with the same formula, charge and spin at 13.5 kcal/mol. The LUMO energy (alpha / beta) comes out at -7.89 / -7.89 eV. The strongest force on any atom comes out at 6.0 eV Å⁻¹. As for the net charge: +1. The total energy comes out at -607.416896 hartree. The value obtained for the HOMO energy (alpha / beta) is -0.5271 / -0.5272 Ha.

=====

Entry from OMol25: the ion C3H6N3O with charge +1 in a non-equilibrium geometry (the ωB97M-V functional and the def2-TZVPD basis).

Last column: Löwdin charge in e.
Element x y z (Å)
C1 0.799 -0.235 -0.629  -0.0705
C2 -0.364 0.153 -1.106  0.1444
C3 -1.521 0.646 -1.683  -0.0331
N1 1.479 -0.025 0.527  0.0099
N2 0.870 -0.250 1.758  -0.0458
N3 0.143 -1.286 2.056  -0.0834
O1 -0.452 -1.307 3.132  0.0026
H1 1.413 -0.448 -1.539  0.1936
H2 -1.435 1.770 -1.929  0.1420
H3 -2.428 0.711 -0.947  0.1909
H4 -2.132 0.081 -2.451  0.1495
H5 2.511 -0.365 0.438  0.2091
H6 1.117 0.554 2.371  0.1907

The calculation puts the energy above the lowest of the compared OMol25 structures with the same formula, charge and spin at 167.2 kcal/mol. The LUMO energy comes out at -6.97 eV. The strongest force on any atom comes out at 3.8 eV Å⁻¹. As for the net charge: +1. The total energy comes out at -356.890355 hartree. The value obtained for the HOMO energy is -0.4926 Ha.

=====

Entry from OMol25: a structure of composition C13H18BrN2O4Re (the ωB97M-V functional and the def2-TZVPD basis).

Last column: Löwdin charge in e.
Element x y z (Å)
Re1 -0.609 0.319 -0.476  1.4229
Br1 -3.711 -1.381 -0.855  0.8403
C1 -3.741 0.399 -0.264  -0.7248
C2 -4.956 1.005 0.003  -0.0764
C3 -4.966 2.346 0.348  -0.0058
C4 -3.772 3.051 0.373  0.0353
C5 -2.606 2.373 0.102  -0.1669
N1 -2.576 1.049 -0.169  -0.1040
C6 -1.278 3.084 0.018  -0.5417
O1 -1.161 4.235 0.317  0.1473
O2 -0.303 2.302 -0.444  -0.2027
H1 -5.867 0.430 -0.071  0.1131
H2 -5.902 2.837 0.575  0.1268
H3 -3.712 4.109 0.586  0.1364
C7 0.550 -2.952 1.948  -0.0387
O3 0.392 -1.971 0.907  -0.1547
C8 -0.600 -1.077 0.925  -0.4176
C9 -1.535 -1.158 2.093  -0.0955
H4 0.576 -2.482 2.929  0.0942
H5 1.502 -3.431 1.746  0.0982
H6 -0.248 -3.692 1.906  0.1009
H7 -1.985 -2.154 2.150  0.0915
H8 -2.331 -0.427 2.001  0.0563
H9 -1.016 -0.979 3.038  0.0928
C10 2.903 -1.848 -2.485  0.0051
N2 3.323 -0.760 -1.599  -0.1115
C11 4.754 -0.500 -1.419  -0.0094
C12 2.411 -0.015 -1.007  -0.4315
C13 2.806 1.109 -0.102  0.0354
O4 1.188 -0.268 -1.225  -0.1793
H10 3.727 -2.546 -2.587  0.0928
H11 2.633 -1.460 -3.467  0.1071
H12 2.043 -2.357 -2.059  0.0931
H13 5.305 -1.341 -1.828  0.0925
H14 5.001 -0.405 -0.364  0.0986
H15 5.062 0.403 -1.945  0.1045
H16 3.664 1.655 -0.487  0.0939
H17 3.071 0.709 0.879  0.1122
H18 1.967 1.791 0.009  0.0692

As for the multiplicity: 2. The calculation puts the energy above the lowest of the compared OMol25 structures with the same formula, charge and spin at 0.0 kcal/mol. The LUMO energy (alpha / beta) comes out at -3.64 / -3.58 eV. The strongest force on any atom comes out at 0.8 eV Å⁻¹. As for the net charge: +1. The total energy comes out at -3568.667977 hartree. The value obtained for the HOMO energy (alpha / beta) is -0.3964 / -0.3890 Ha.